No. 1
Here is a 7-piece molecular cluster, C43H56Br2NO15 overall from the Open Molecules 2025 dataset. Energies are from ωB97M-V/def2-TZVPD.

Summary:
* molecular weight: 986.72 g/mol
* charge: +1
* highest occupied orbital energy: -11.2 eV
* calculated total energy: -8003.3885 Eh

Each line ends with the Mulliken charge.
Geometry (Å):
C 1.988 -5.522 -0.636  -1.249
C 0.940 -5.672 0.451  0.146
O -0.403 -5.463 0.010  -0.276
C -0.700 -4.199 -0.440  -1.318
N -0.385 -3.119 0.543  0.638
C 0.478 -2.165 0.138  -0.421
C 0.789 -1.097 0.933  -1.440
C 0.207 -1.025 2.197  1.475
C 0.557 0.176 3.045  -0.135
O 1.701 0.379 3.339  -0.522
O -0.430 1.033 3.344  -0.426
C -0.671 -2.026 2.621  1.057
C -1.312 -1.905 3.951  -0.552
Br -3.132 -1.400 3.882  0.018
C -0.699 -2.113 5.114  0.854
C -1.290 -2.013 6.478  -1.499
Br 1.119 -2.615 5.137  -0.046
C -0.983 -3.084 1.763  -1.259
C -2.021 -4.101 2.105  -0.023
C -1.837 -4.853 3.404  0.230
C -2.973 -5.118 4.167  -0.568
C -2.878 -5.800 5.371  -0.897
C -1.637 -6.227 5.828  -0.437
C -0.501 -5.971 5.074  -1.099
C -0.603 -5.285 3.871  0.130
H 2.011 -4.529 -1.085  0.237
H 2.964 -5.666 -0.170  0.412
H 1.889 -6.289 -1.401  0.340
H 0.952 -6.694 0.820  0.485
H 1.188 -5.029 1.301  0.015
H -0.164 -3.957 -1.358  0.600
H -1.768 -4.148 -0.644  0.358
H 0.888 -2.237 -0.860  0.749
H 1.460 -0.327 0.587  0.638
H -1.301 0.607 3.310  0.404
H -1.056 -2.921 7.034  0.386
H -2.367 -1.892 6.451  0.469
H -0.830 -1.187 7.021  0.337
H -2.959 -3.546 2.190  0.528
H -2.174 -4.825 1.312  0.301
H -3.939 -4.775 3.818  0.479
H -3.774 -5.997 5.942  0.420
H -1.552 -6.749 6.772  0.427
H 0.474 -6.300 5.410  0.420
H 0.305 -5.082 3.315  0.484
O -6.887 0.088 3.198  -0.616
C -6.241 0.497 2.280  0.245
O -5.713 -0.333 1.339  -0.307
C -4.893 0.414 0.426  -0.008
C -5.380 1.854 0.526  -0.686
C -5.830 1.923 1.983  0.197
H -3.850 0.311 0.741  0.024
H -5.006 -0.012 -0.568  0.241
H -4.616 2.583 0.261  0.393
H -6.234 2.003 -0.137  0.280
H -5.004 2.190 2.642  -0.057
H -6.666 2.600 2.138  0.320
O 1.625 -0.338 -2.303  -0.604
C 1.793 0.848 -2.200  0.412
O 0.898 1.630 -1.557  -0.341
C 1.287 3.018 -1.662  -0.415
C 2.784 2.986 -1.941  -0.570
C 2.932 1.686 -2.731  -0.099
H 0.718 3.467 -2.478  0.249
H 1.026 3.518 -0.734  0.343
H 3.140 3.869 -2.466  0.363
H 3.336 2.908 -1.004  0.266
H 2.780 1.830 -3.802  0.199
H 3.887 1.197 -2.565  0.215
O 6.120 1.972 -2.826  -0.617
C 6.374 1.903 -3.996  0.580
O 5.811 0.967 -4.792  -0.369
C 6.364 1.046 -6.123  -0.516
C 6.910 2.464 -6.243  -0.421
C 7.328 2.758 -4.803  -0.130
H 7.146 0.289 -6.211  0.263
H 5.575 0.822 -6.836  0.329
H 7.713 2.555 -6.970  0.370
H 6.115 3.147 -6.541  0.223
H 8.346 2.426 -4.594  0.266
H 7.222 3.806 -4.544  0.032
O -3.732 3.835 3.229  -0.686
C -4.392 4.831 3.334  0.600
O -4.317 5.838 2.442  -0.336
C -5.136 6.946 2.866  -0.460
C -6.166 6.338 3.811  -0.485
C -5.378 5.184 4.429  -0.397
H -4.492 7.673 3.364  0.274
H -5.573 7.408 1.985  0.322
H -6.557 7.052 4.531  0.327
H -7.006 5.944 3.237  0.250
H -4.811 5.494 5.309  0.294
H -5.990 4.322 4.681  0.290
O -4.125 -6.117 0.402  -0.594
C -4.602 -5.509 -0.511  0.561
O -4.939 -4.200 -0.401  -0.211
C -5.590 -3.749 -1.605  -0.306
C -5.130 -4.716 -2.691  -0.574
C -4.945 -6.011 -1.899  -0.537
H -6.668 -3.785 -1.444  0.316
H -5.297 -2.719 -1.790  0.168
H -5.832 -4.793 -3.518  0.380
H -4.169 -4.390 -3.094  0.248
H -5.869 -6.588 -1.831  0.330
H -4.152 -6.647 -2.279  0.292
O 8.505 5.391 -7.733  -0.569
C 8.667 6.104 -6.789  0.497
O 7.979 5.926 -5.632  -0.307
C 8.290 6.974 -4.694  -0.413
C 9.643 7.517 -5.142  -0.521
C 9.583 7.305 -6.654  -0.429
H 7.500 7.726 -4.748  0.265
H 8.307 6.549 -3.694  0.316
H 9.807 8.549 -4.839  0.334
H 10.442 6.909 -4.717  0.269
H 9.119 8.145 -7.173  0.264
H 10.549 7.094 -7.102  0.299

***

No. 2
Here is C43H56BrF3N9O7RbS as an isolated structure in a non-equilibrium geometry from the Open Molecules 2025 dataset. Energies are from ωB97M-V/def2-TZVPD.

Summary:
* energy relative to the best compared isomer or geometry (same formula, charge and spin): 59.1 kJ/mol
* molecular weight: 1065.41 g/mol
* charge: -2
* highest occupied orbital energy: -2.1 eV
* calculated total energy: -5987.7215 Eh

Each line ends with the Mulliken charge.
Geometry (Å):
Rb 0.249 -2.714 -0.124  0.598
C 1.593 5.392 2.460  -2.053
C 2.507 5.175 1.255  2.224
C 2.145 6.222 0.191  -1.721
C 3.956 5.407 1.711  -1.744
C 2.358 3.773 0.672  -0.982
C 1.528 2.818 1.192  0.351
C 1.452 1.512 0.661  -1.585
N 0.698 0.523 1.223  0.055
C -0.413 0.673 1.878  -1.047
C -1.272 1.840 1.854  0.055
C -2.496 1.818 2.409  -0.363
C -2.938 0.610 3.078  -0.254
C -2.251 -0.548 3.157  0.084
C -0.883 -0.568 2.583  1.132
O -0.129 -1.521 2.693  -0.777
C -2.932 -1.766 3.806  2.209
C -2.095 -3.050 3.860  -2.006
C -3.325 -1.403 5.248  -1.910
C -4.199 -2.094 2.998  -1.500
C -3.500 2.957 2.274  2.064
C -4.745 2.457 1.527  -1.600
C -2.923 4.138 1.494  -2.109
C -3.904 3.454 3.670  -1.805
C 2.338 1.082 -0.415  0.490
O 2.359 -0.102 -0.803  -0.161
C 3.196 2.133 -0.984  0.146
C 3.152 3.388 -0.438  -0.348
C 4.229 1.902 -2.108  2.383
C 5.634 2.189 -1.550  -1.788
C 4.273 0.498 -2.723  -1.724
C 3.961 2.887 -3.258  -1.603
H 1.717 6.410 2.842  0.482
H 1.826 4.697 3.269  0.370
H 0.542 5.259 2.194  0.213
H 2.258 7.236 0.589  0.479
H 1.110 6.091 -0.133  0.327
H 2.784 6.132 -0.689  0.271
H 4.078 6.418 2.116  0.465
H 4.657 5.287 0.883  0.304
H 4.229 4.687 2.485  0.357
H 0.970 3.020 2.096  0.887
H -0.964 2.677 1.249  0.878
H -3.940 0.629 3.492  0.241
H -1.176 -2.918 4.428  0.381
H -1.858 -3.417 2.863  0.295
H -2.706 -3.815 4.352  0.506
H -2.439 -1.161 5.841  0.380
H -3.825 -2.256 5.716  0.483
H -4.004 -0.549 5.291  0.271
H -3.926 -2.371 1.979  0.092
H -4.892 -1.249 2.968  0.301
H -4.715 -2.947 3.446  0.537
H -4.473 2.089 0.536  0.243
H -5.467 3.271 1.414  0.480
H -5.240 1.642 2.058  0.300
H -2.657 3.849 0.475  0.290
H -2.030 4.542 1.978  0.289
H -3.666 4.937 1.435  0.511
H -4.339 2.655 4.273  0.269
H -4.645 4.255 3.588  0.492
H -3.034 3.842 4.205  0.352
H 3.816 4.141 -0.855  0.274
H 5.855 1.513 -0.721  0.335
H 5.730 3.215 -1.185  0.292
H 6.387 2.031 -2.329  0.496
H 4.577 -0.251 -1.994  0.212
H 5.014 0.511 -3.532  0.542
H 3.313 0.181 -3.125  0.182
H 3.968 3.926 -2.922  0.284
H 2.991 2.686 -3.716  0.177
H 4.726 2.774 -4.032  0.489
Br -2.243 0.688 -1.233  -0.093
C -3.325 -0.869 -1.523  0.048
C -4.311 -0.806 -2.493  -0.627
C -5.077 -1.951 -2.657  -0.449
C -4.839 -3.049 -1.850  -0.618
C -3.819 -2.995 -0.906  0.460
N -3.056 -1.902 -0.768  0.359
C -3.578 -4.196 0.048  -0.024
O -4.464 -5.069 -0.014  -0.870
O -2.561 -4.124 0.757  -0.441
H -4.455 0.085 -3.086  0.504
H -5.859 -1.975 -3.408  0.386
H -5.413 -3.963 -1.906  0.537
N 2.644 -3.515 1.424  -0.257
C 3.913 -2.830 1.267  -0.604
C 4.485 -3.041 -0.129  -0.649
N 3.511 -2.734 -1.157  0.376
H 2.327 -3.585 2.380  0.152
H 2.611 -4.420 0.967  0.171
H 4.684 -3.154 1.984  0.305
H 3.751 -1.759 1.429  0.239
H 4.782 -4.092 -0.230  0.435
H 5.412 -2.444 -0.184  0.322
H 3.891 -2.817 -2.090  0.290
H 3.147 -1.786 -1.064  -0.355
N 0.276 -4.334 -4.340  0.311
C 1.492 -3.947 -3.937  -0.411
N 1.600 -2.638 -3.992  -0.315
C 0.364 -2.263 -4.422  0.214
N -0.477 -3.258 -4.629  -0.843
C -0.054 -0.857 -4.566  0.481
C -1.080 -0.488 -5.437  -0.443
N -1.502 0.767 -5.540  -0.673
C -0.900 1.653 -4.751  -0.608
C 0.117 1.289 -3.881  -0.260
N 0.551 0.040 -3.794  0.206
H -0.142 -5.237 -4.153  0.412
H 2.230 -4.643 -3.572  0.528
H -1.562 -1.239 -6.051  0.465
H -1.240 2.681 -4.801  0.387
H 0.581 2.017 -3.223  0.500
F -1.759 -7.209 -0.649  -0.225
C -0.497 -7.008 -0.283  0.553
F -0.471 -6.477 0.938  -0.210
F 0.106 -8.217 -0.211  -0.260
S 0.388 -5.926 -1.480  0.908
O 0.397 -6.697 -2.715  -0.754
O -0.434 -4.733 -1.528  -0.609
O 1.682 -5.724 -0.862  -0.692